The following is a DFT calculation (ωB97M-V/def2-TZVPD) of a 2-piece molecular cluster, C6H8N overall in a non-equilibrium geometry.

Geometry as ORCA input:
```
! RIJCOSX wB97M-V def2-TZVPD def2/J DEFGRID3
* xyz 1 1
C 2.229 1.425 1.031
C -1.007 0.850 -0.311
C -1.561 1.422 -1.383
C -1.139 0.253 1.032
C 0.169 0.357 0.310
C 0.978 -1.537 -0.691
N 1.263 0.980 0.589
H 3.282 1.689 1.197
H -0.951 1.643 -2.308
H -2.494 1.787 -1.429
H -0.900 0.874 2.008
H -1.475 -0.790 1.172
H 1.163 -2.233 0.136
H 1.796 -1.278 -1.300
H -0.069 -1.471 -0.982
*
```

Values from the calculation:
M = 94.14 g/mol
E_LUMO (alpha / beta) = -5.3 / -5.3 eV
energy relative to the best compared isomer or geometry (same formula, charge and spin) = 184.1 kcal/mol
HOMO-LUMO gap (alpha / beta) = 8.038 / 8.041 eV